# 1
{"formula": "C26H29N5O5", "method": "ωB97M-V/def2-TZVPD", "gap_ev": 8.7, "lumo_ev": 0.53, "energy_ha": -1658.3045, "e_above_lowest_kcal_mol": 0.5, "mol_weight_g_mol": 491.55, "max_force_ev_per_a": 0.65, "charge": 0, "elements": ["C", "C", "C", "C", "C", "N", "C", "O", "N", "C", "C", "O", "N", "C", "C", "C", "C", "C", "C", "C", "O", "N", "C", "C", "C", "C", "N", "C", "C", "C", "C", "C", "C", "C", "O", "O", "H", "H", "H", "H", "H", "H", "H", "H", "H", "H", "H", "H", "H", "H", "H", "H", "H", "H", "H", "H", "H", "H", "H", "H", "H", "H", "H", "H", "H"], "coordinates": [[3.948871, 2.619759, -0.665814], [4.667462, 1.470901, 0.036858], [5.715211, 2.019728, 1.003673], [3.691989, 0.566834, 0.796011], [2.713669, -0.190838, -0.097285], [1.556231, 0.626602, -0.431619], [0.857318, 0.397088, -1.572746], [1.234950, -0.388052, -2.427650], [-0.307321, 1.118678, -1.740301], [-1.170395, 0.743599, -2.842049], [-2.519082, 0.234705, -2.352525], [-3.151697, -0.638644, -2.896262], [-2.974728, 0.893975, -1.255309], [-2.259226, 1.870839, -0.576124], [-2.884845, 2.709778, 0.335705], [-2.154443, 3.670525, 1.011707], [-0.800420, 3.816396, 0.760111], [-0.166720, 2.990599, -0.153000], [-0.880800, 1.994438, -0.809461], [2.183839, -1.457352, 0.599841], [2.318436, -1.670318, 1.789758], [1.464928, -2.233122, -0.226485], [0.699581, -3.369214, 0.218501], [-0.801782, -3.169103, -0.050724], [-1.420237, -2.080133, 0.768076], [-0.873734, -1.326623, 1.764776], [-1.806897, -0.452542, 2.261539], [-2.987528, -0.641603, 1.607466], [-4.220289, -0.021403, 1.767893], [-5.249262, -0.426896, 0.942835], [-5.061512, -1.431001, -0.014093], [-3.843828, -2.055908, -0.170480], [-2.783101, -1.659883, 0.644190], [1.187113, -4.625033, -0.488082], [2.000977, -4.648260, -1.368031], [0.590766, -5.724226, -0.015479], [3.244285, 2.244658, -1.402792], [4.668266, 3.256167, -1.176434], [3.412045, 3.228859, 0.059582], [5.177999, 0.866134, -0.720385], [6.432176, 2.643619, 0.475309], [5.240937, 2.621739, 1.775989], [6.256122, 1.208998, 1.485502], [4.258075, -0.177162, 1.359305], [3.129289, 1.157823, 1.522505], [3.188314, -0.475717, -1.041669], [1.086592, 1.062830, 0.347168], [-0.668437, -0.035695, -3.419260], [-1.344633, 1.609295, -3.494893], [-3.892224, 0.639450, -0.907082], [-3.943577, 2.596737, 0.511241], [-2.645863, 4.314936, 1.723946], [-0.234514, 4.582810, 1.266615], [0.878882, 3.131411, -0.377699], [1.449036, -2.020136, -1.218128], [0.874977, -3.489441, 1.293700], [-0.942968, -2.944287, -1.113299], [-1.318421, -4.109501, 0.160560], [0.113651, -1.344540, 2.181722], [-1.654796, 0.182352, 3.025898], [-4.365264, 0.742447, 2.517987], [-6.223338, 0.030313, 1.041834], [-5.893426, -1.720022, -0.638229], [-3.711090, -2.826697, -0.912461], [0.914388, -6.511673, -0.481942]], "atomic_forces_ev_per_a": [[0.2, -0.2, -0.1], [-0.2, 0.2, 0.2], [-0.1, -0.2, -0.2], [0.1, -0.2, -0.4], [0.1, -0.1, 0.2], [0.1, 0.0, 0.2], [-0.1, 0.2, 0.2], [0.2, -0.3, -0.3], [-0.1, -0.1, -0.2], [0.0, -0.2, -0.4], [0.3, 0.1, -0.1], [-0.1, -0.2, -0.3], [-0.3, 0.1, 0.3], [0.4, 0.1, 0.0], [0.1, 0.0, -0.1], [0.0, -0.1, 0.0], [0.1, 0.0, 0.1], [-0.2, 0.1, -0.1], [-0.2, 0.3, 0.4], [0.1, 0.2, -0.4], [0.1, 0.0, 0.4], [-0.2, -0.5, -0.2], [-0.1, 0.0, 0.0], [0.1, 0.0, 0.2], [0.2, 0.0, 0.0], [0.1, -0.2, -0.2], [0.0, 0.2, 0.3], [-0.3, -0.2, -0.3], [0.0, 0.0, 0.1], [-0.1, 0.1, 0.1], [-0.1, -0.1, -0.1], [0.0, 0.0, 0.1], [-0.1, 0.3, 0.3], [0.3, 0.1, -0.1], [0.1, 0.0, -0.1], [-0.4, -0.4, 0.4], [-0.1, 0.1, -0.1], [0.0, 0.1, -0.1], [-0.1, 0.1, 0.1], [0.0, 0.0, 0.0], [0.1, 0.1, 0.0], [0.0, 0.1, 0.1], [0.1, -0.1, 0.1], [-0.1, 0.0, 0.1], [0.0, 0.0, 0.1], [0.0, 0.0, 0.1], [0.0, 0.0, -0.1], [-0.2, 0.2, 0.1], [0.0, -0.1, 0.0], [0.1, -0.1, 0.0], [-0.1, 0.0, 0.0], [-0.1, 0.1, 0.1], [0.1, 0.1, 0.0], [0.1, 0.0, 0.0], [0.1, 0.1, 0.1], [0.0, 0.0, -0.2], [0.0, -0.1, 0.0], [0.0, 0.0, -0.1], [0.3, 0.0, 0.1], [0.0, 0.0, -0.1], [0.0, 0.1, 0.1], [-0.1, 0.0, 0.0], [-0.1, 0.0, -0.1], [0.0, -0.1, -0.1], [0.1, 0.3, -0.1]], "nbo_charge": [-0.608, -0.210, -0.599, -0.399, -0.133, -0.631, 0.812, -0.683, -0.467, -0.321, 0.679, -0.586, -0.611, 0.123, -0.223, -0.208, -0.229, -0.249, 0.177, 0.693, -0.650, -0.619, -0.163, -0.407, -0.101, -0.036, -0.544, 0.203, -0.274, -0.243, -0.255, -0.171, -0.111, 0.790, -0.581, -0.686, 0.213, 0.210, 0.193, 0.195, 0.208, 0.200, 0.209, 0.235, 0.199, 0.241, 0.410, 0.279, 0.216, 0.435, 0.222, 0.218, 0.218, 0.230, 0.442, 0.258, 0.221, 0.234, 0.239, 0.414, 0.215, 0.216, 0.220, 0.224, 0.502]}



# 2
{"formula": "C26H30As2BF4NOTi", "method": "ωB97M-V/def2-TZVPD", "gap_ev": [6.0, 7.7], "lumo_ev": [0.20, 0.14], "energy_ha": -6884.2811, "spin_multiplicity": 3, "mol_weight_g_mol": 657.05, "max_force_ev_per_a": 2.13, "charge": 0, "elements": ["Ti", "O", "C", "C", "C", "C", "C", "C", "N", "H", "H", "H", "H", "H", "H", "H", "C", "As", "C", "C", "C", "C", "C", "C", "C", "As", "C", "C", "H", "H", "H", "H", "H", "H", "H", "H", "H", "H", "H", "H", "H", "H", "H", "H", "F", "B", "F", "F", "F", "C", "C", "C", "C", "C", "C", "C", "C", "C", "C", "H", "H", "H", "H", "H", "H", "H"], "coordinates": [[1.020306, -0.248947, -0.113571], [1.498235, 1.946319, 0.037831], [1.321789, 2.350073, 1.408082], [0.685849, 1.254356, 2.223341], [0.680176, 1.287205, 3.589600], [-0.030907, 0.321989, 4.309444], [-0.778023, -0.599567, 3.588508], [-0.732418, -0.591629, 2.213756], [0.068772, 0.260191, 1.504832], [2.439955, 1.883896, -0.170599], [0.652517, 3.208700, 1.396490], [2.267163, 2.661510, 1.847656], [1.219962, 2.072110, 4.106329], [-0.024449, 0.313530, 5.390450], [-1.402502, -1.323741, 4.094399], [-1.336481, -1.272205, 1.631762], [-2.009580, 4.119461, -1.825465], [-1.970973, 2.639065, -0.526230], [-3.242137, 3.431667, 0.749389], [-3.181142, 1.482733, -1.541783], [-4.535845, 1.790150, -1.645437], [-5.377896, 1.082700, -2.487427], [-4.860253, 0.058433, -3.261926], [-3.518655, -0.272493, -3.154902], [-2.662923, 0.408154, -2.287630], [-0.779938, -0.194362, -2.160115], [-0.040324, 0.984517, -3.541354], [-0.908121, -1.844571, -3.197007], [-3.038587, 4.400419, -2.051373], [-1.514000, 3.812014, -2.746120], [-1.480324, 4.979329, -1.414338], [-4.030651, 3.983320, 0.239756], [-2.701949, 4.120810, 1.396766], [-3.681200, 2.651397, 1.370065], [-4.947548, 2.603795, -1.061971], [-6.427863, 1.340730, -2.546773], [-5.499371, -0.487396, -3.944907], [-3.139454, -1.081908, -3.759943], [-0.790085, 1.175604, -4.306286], [0.827232, 0.499965, -3.982635], [0.277282, 1.920867, -3.085788], [-1.103894, -1.632257, -4.244969], [-1.695958, -2.474675, -2.790851], [0.039317, -2.368387, -3.117338], [2.501054, -1.203777, -3.552341], [2.694819, -1.082236, -2.199637], [2.372404, 0.298883, -1.778946], [3.934647, -1.413795, -1.756482], [1.658261, -1.838196, -1.498213], [2.142795, -4.870989, 2.504040], [1.134599, -4.280199, 1.713353], [1.292664, -3.003272, 1.258572], [2.446813, -2.229052, 1.560843], [2.592146, -0.890591, 1.058841], [3.753580, -0.235251, 1.402716], [4.759123, -0.819640, 2.206604], [4.614491, -2.092823, 2.673187], [3.454129, -2.839297, 2.353861], [3.273038, -4.168435, 2.810290], [2.018214, -5.887142, 2.857315], [0.247211, -4.849124, 1.463279], [0.515516, -2.586196, 0.625201], [3.946282, 0.770099, 1.029061], [5.653330, -0.255070, 2.446256], [5.385442, -2.549142, 3.283768], [4.054323, -4.627640, 3.406725]], "atomic_forces_ev_per_a": [[0.0, -0.2, -2.1], [0.1, -0.3, 0.3], [0.0, 0.0, 0.0], [-0.2, 0.0, -0.2], [-0.1, 0.0, 0.2], [0.0, 0.0, -0.1], [0.0, 0.0, 0.2], [0.1, 0.2, -0.2], [-0.9, 0.5, 1.8], [0.0, 0.1, 0.0], [-0.1, 0.1, -0.1], [0.1, 0.0, 0.0], [0.0, 0.0, 0.0], [0.0, 0.0, 0.0], [0.0, 0.0, 0.0], [0.1, -0.1, -0.1], [0.0, 0.0, 0.0], [0.0, 0.1, 0.1], [0.0, -0.1, -0.1], [0.1, -0.2, -0.2], [0.0, 0.0, 0.0], [0.0, 0.0, 0.0], [0.0, 0.0, 0.0], [0.0, 0.0, 0.1], [-0.1, 0.0, 0.2], [-0.7, 0.4, -0.6], [0.0, 0.0, 0.0], [0.1, 0.0, 0.1], [0.0, 0.0, 0.0], [0.0, 0.0, 0.0], [0.0, 0.0, 0.0], [0.0, 0.0, 0.0], [0.0, 0.0, 0.0], [0.0, 0.0, 0.0], [0.0, 0.0, 0.0], [0.0, 0.0, 0.0], [0.0, 0.0, 0.0], [0.0, 0.0, 0.0], [0.0, 0.0, 0.0], [0.0, 0.0, 0.0], [0.0, 0.0, 0.0], [0.0, 0.0, 0.0], [0.0, 0.0, 0.0], [0.1, 0.0, 0.0], [0.0, 0.1, 0.2], [0.4, 0.0, -0.2], [0.0, -0.3, 0.0], [-0.2, 0.0, -0.2], [0.1, 0.1, 0.0], [0.0, 0.0, 0.0], [0.0, 0.0, 0.0], [0.2, 0.0, 0.1], [0.2, 0.0, 0.1], [0.9, -0.3, 0.7], [-0.1, -0.1, 0.0], [0.0, 0.0, 0.0], [0.1, 0.0, 0.0], [-0.1, 0.0, 0.0], [0.0, 0.0, 0.0], [0.0, 0.0, 0.0], [0.0, 0.0, 0.0], [-0.1, 0.0, -0.1], [0.0, 0.0, 0.0], [0.0, 0.0, 0.0], [0.0, 0.0, 0.0], [0.0, 0.0, 0.0]], "lowdin_spin": [1.431, 0.023, 0.014, 0.088, 0.000, 0.139, -0.003, 0.123, 0.026, 0.002, 0.005, 0.002, -0.003, 0.009, -0.003, 0.011, 0.001, 0.006, 0.002, -0.001, 0.000, 0.000, 0.000, 0.000, 0.000, 0.031, 0.012, 0.000, 0.000, 0.000, 0.000, 0.000, 0.000, 0.000, 0.000, 0.000, 0.000, 0.000, 0.001, 0.000, 0.000, 0.000, 0.000, 0.000, 0.000, 0.001, 0.016, 0.000, 0.013, -0.002, 0.007, 0.000, 0.003, -0.002, 0.020, -0.001, 0.016, -0.001, 0.005, 0.000, 0.000, 0.005, 0.001, 0.000, 0.001, 0.000]}



# 3
{"formula": "C26H30AuN5SSe2", "method": "ωB97M-V/def2-TZVPD", "gap_ev": [7.5, 5.5], "lumo_ev": [-11.46, -13.51], "energy_ha": -6617.7672, "e_above_lowest_kcal_mol": 101.1, "spin_multiplicity": 3, "mol_weight_g_mol": 799.51, "max_force_ev_per_a": 0.36, "charge": 4, "elements": ["Au", "Se", "Se", "C", "C", "C", "C", "C", "N", "C", "C", "C", "C", "C", "N", "H", "H", "H", "H", "H", "H", "H", "H", "N", "S", "C", "C", "C", "C", "C", "C", "C", "C", "C", "C", "C", "C", "H", "H", "H", "H", "H", "H", "H", "H", "H", "H", "H", "N", "C", "C", "N", "C", "C", "H", "H", "H", "H", "H", "H", "H", "H", "H", "H", "H"], "coordinates": [[0.289565, 0.256134, -1.366219], [1.292558, 0.806975, -3.756343], [2.168366, -1.363471, -3.425555], [2.892034, -1.016348, -1.665275], [4.174218, -1.461234, -1.412422], [4.692776, -1.318101, -0.127697], [3.923477, -0.708994, 0.849275], [2.656672, -0.263375, 0.520594], [2.140806, -0.428090, -0.705772], [-0.631689, 0.593856, -3.952749], [-1.302109, 0.602906, -5.149215], [-2.698605, 0.595304, -5.095732], [-3.335731, 0.595463, -3.866373], [-2.577875, 0.585989, -2.703176], [-1.243113, 0.583443, -2.753215], [4.768744, -1.897009, -2.204337], [5.696378, -1.660796, 0.089927], [4.298031, -0.561575, 1.852411], [2.023001, 0.227645, 1.246140], [-0.771197, 0.623054, -6.091914], [-3.274305, 0.598456, -6.012685], [-4.414958, 0.601526, -3.798519], [-3.034150, 0.589043, -1.722914], [-1.031289, -1.560375, 0.211324], [-0.576242, -3.047159, 0.644199], [0.622654, -2.862849, 1.912140], [0.489213, -1.857638, 2.870243], [1.403636, -1.829273, 3.909564], [2.412106, -2.788168, 3.980816], [2.525698, -3.780715, 3.013588], [1.626131, -3.827410, 1.959726], [-1.903394, -4.050829, 1.190013], [-2.199849, -4.176848, 2.548320], [-3.252315, -5.000886, 2.900435], [-3.969558, -5.682657, 1.918980], [-3.646353, -5.555562, 0.572585], [-2.594551, -4.741358, 0.190816], [-2.041833, -1.581253, 0.037766], [-0.324581, -1.145456, 2.821037], [1.312695, -1.080529, 4.685296], [3.105177, -2.771827, 4.812069], [3.302878, -4.529253, 3.089164], [1.691291, -4.607922, 1.211309], [-1.626338, -3.658754, 3.304861], [-3.512260, -5.120002, 3.943393], [-4.782162, -6.334448, 2.211963], [-4.197278, -6.109868, -0.174571], [-2.303091, -4.666266, -0.849777], [0.006255, 6.944333, -0.158745], [1.339380, 6.251466, -0.265719], [1.149533, 4.848023, -0.835283], [0.193300, 4.020374, -0.095066], [-1.088249, 4.723584, 0.016425], [-0.986362, 6.121239, 0.620121], [-0.361178, 7.137473, -1.094181], [0.125188, 7.857502, 0.287847], [1.753368, 6.224967, 0.742202], [1.986309, 6.862054, -0.893446], [2.125585, 4.364494, -0.854308], [0.807224, 4.919540, -1.872225], [0.557193, 3.843231, 0.836887], [-1.776011, 4.147147, 0.633810], [-1.530791, 4.786853, -0.982182], [-0.621998, 6.091642, 1.646945], [-1.942029, 6.642584, 0.603421]], "atomic_forces_ev_per_a": [[-0.1, -0.3, -0.1], [0.0, 0.1, 0.0], [0.0, -0.1, 0.0], [0.0, 0.0, 0.0], [0.0, 0.0, 0.0], [0.0, 0.0, 0.0], [0.0, 0.0, 0.0], [0.0, 0.0, 0.0], [0.0, 0.0, 0.0], [0.0, 0.0, 0.0], [0.0, 0.0, 0.0], [0.0, 0.0, 0.0], [0.0, 0.0, 0.0], [0.0, 0.0, 0.0], [0.0, 0.0, 0.0], [0.0, 0.0, 0.0], [0.0, 0.0, 0.0], [0.0, 0.0, 0.0], [0.0, 0.0, 0.0], [0.0, 0.0, 0.0], [0.0, 0.0, 0.0], [0.0, 0.0, 0.0], [0.0, 0.0, 0.0], [0.0, 0.0, 0.0], [0.0, 0.0, 0.0], [0.0, 0.0, 0.0], [0.0, 0.0, 0.0], [0.0, 0.0, 0.0], [0.0, 0.0, 0.0], [0.0, 0.0, 0.0], [0.0, 0.0, 0.0], [0.0, 0.0, 0.0], [0.0, 0.0, 0.0], [0.0, 0.0, 0.0], [0.0, 0.0, 0.0], [0.0, 0.0, 0.0], [0.0, 0.0, 0.0], [0.0, 0.0, 0.0], [0.0, 0.0, 0.0], [0.0, 0.0, 0.0], [0.0, 0.0, 0.0], [0.0, 0.0, 0.0], [0.0, 0.0, 0.0], [0.0, 0.0, 0.0], [0.0, 0.0, 0.0], [0.0, 0.0, 0.0], [0.0, 0.0, 0.0], [0.0, 0.0, 0.0], [0.0, 0.0, 0.0], [0.0, 0.0, 0.0], [0.0, 0.0, 0.0], [0.0, 0.3, 0.0], [0.0, 0.0, 0.0], [0.0, 0.0, 0.0], [0.0, 0.0, 0.0], [0.0, 0.0, 0.0], [0.0, 0.0, 0.0], [0.0, 0.0, 0.0], [0.0, 0.0, 0.0], [0.0, 0.0, 0.0], [0.0, 0.0, 0.0], [0.0, 0.0, 0.0], [0.0, 0.0, 0.0], [0.0, 0.0, 0.0], [0.0, 0.0, 0.0]], "lowdin_spin": [0.394, 0.395, 0.003, 0.011, 0.002, -0.002, 0.004, 0.005, 0.037, 0.023, 0.007, -0.002, 0.004, 0.006, 0.053, 0.000, 0.000, 0.000, 0.002, 0.003, 0.000, 0.000, 0.000, 0.635, 0.236, 0.046, 0.017, 0.002, 0.012, 0.000, 0.010, 0.038, 0.009, 0.007, 0.011, -0.001, 0.011, 0.014, 0.002, 0.001, 0.000, 0.000, 0.002, 0.000, 0.001, 0.000, 0.000, 0.001, 0.000, 0.000, 0.000, 0.000, 0.000, 0.000, 0.000, 0.000, 0.000, 0.000, 0.000, 0.000, 0.000, 0.000, 0.000, 0.000, 0.000]}